No. 1
This record from the OMol25 dataset describes a single C5H10N2 molecule. The level of theory is wB97M-V/def2-TZVPD.

## Properties
* HOMO: -8.7 eV

Geometry as XYZ:
```
17
Properties=species:S:1:pos:R:3:lowdin_charge:R:1
C 1.15995 -2.70823 1.58153 -0.040
N 1.51768 -1.49807 1.72408 -0.040
C 1.27672 -0.62188 0.64746 -0.184
C 0.04357 -0.30447 0.22762 -0.126
C -0.24550 0.23567 -1.15355 -0.207
C -1.26779 1.39104 -1.03173 -0.308
N -0.65281 2.56021 -0.41885 -0.009
H 0.64585 -2.96076 0.64889 0.079
H 1.37048 -3.40280 2.38301 0.065
H 2.25883 -0.24054 0.38130 0.116
H -0.81131 -0.64836 0.79925 0.109
H 0.67400 0.45638 -1.69997 0.111
H -0.73980 -0.57859 -1.68735 0.107
H -1.61810 1.72386 -2.01088 0.106
H -2.07255 0.88815 -0.47778 0.098
H -0.25230 2.35703 0.49233 0.062
H -1.28692 3.35137 -0.40537 0.063
```

No. 2
This record from the OMol25 dataset describes a molecular structure, C5H10N2O. The level of theory is wB97M-V/def2-TZVPD.

## Properties
* HOMO (alpha / beta): -7.0 / -7.0 eV

Geometry as XYZ:
```
18
Properties=species:S:1:pos:R:3:lowdin_charge:R:1
C -0.59844 -0.41440 0.41501 -0.246
C -0.15048 -0.76292 1.80936 -0.055
C 1.47784 -0.74769 -0.63790 -0.440
C -0.13657 0.71290 -0.23789 -0.159
N 1.41967 -1.03412 -1.96459 0.115
N -2.03512 0.82366 0.58807 -0.011
C 0.25089 1.83582 -0.77760 0.055
O 2.42280 -1.02519 0.06477 0.005
H -1.06604 -1.18381 -0.18736 0.134
H 2.21062 -1.46733 -2.42770 0.100
H 0.62865 -0.75182 -2.51562 0.085
H -2.18984 1.32197 1.46009 0.018
H -2.89385 0.64954 0.07426 0.012
H -0.90275 -1.38923 2.28647 0.084
H -0.01174 0.14332 2.39804 0.091
H 0.80204 -1.29485 1.77210 0.071
H 1.19292 1.90067 -1.30706 0.072
H -0.42059 2.68348 -0.81245 0.069
```

No. 3
This record from the OMol25 dataset describes 2 unconnected molecules or ions with the total composition C5H10N2O. The level of theory is wB97M-V/def2-TZVPD.

## Properties
* HOMO: -9.4 eV

Geometry as XYZ:
```
18
Properties=species:S:1:pos:R:3:lowdin_charge:R:1
C 1.90288 -0.42699 -1.40295 -0.049
C 1.01868 0.22930 -0.35658 -0.429
C 1.45054 -0.48502 1.10942 -0.029
O 0.93965 1.44537 -0.37339 0.031
H 1.84698 0.10743 -2.35043 0.081
H 1.67520 -1.48701 -1.49811 0.076
H 2.94743 -0.38558 -1.09853 0.086
H 2.43825 -0.06618 1.30200 0.072
H 0.93707 -0.18012 2.01716 0.030
H 1.47359 -1.57256 1.11735 0.065
C -2.77270 0.04494 -0.84165 -0.104
N -1.57754 -0.13478 -0.05257 0.024
C -1.38471 0.28244 1.09406 -0.323
N -1.18342 0.87924 2.12833 0.159
H -2.70024 0.94526 -1.45624 0.082
H -3.00997 -0.85589 -1.40735 0.073
H -3.64726 0.22355 -0.21149 0.077
H -0.35442 1.43661 2.28097 0.079
```

No. 4
This record from the OMol25 dataset describes a molecular structure, C5H10N2O. The level of theory is wB97M-V/def2-TZVPD.

## Properties
* HOMO: -9.4 eV

Geometry as XYZ:
```
18
Properties=species:S:1:pos:R:3:lowdin_charge:R:1
C -1.85497 0.27988 -0.02549 -0.380
C -0.42007 0.03365 0.37046 -0.318
C 0.52047 1.22709 0.30094 -0.126
C 1.85472 0.63003 -0.18700 -0.154
C 1.61784 -0.82071 -0.21082 -0.136
H -2.24033 -1.49317 0.08488 -0.059
H -3.81865 -0.71838 -0.02030 0.165
H -0.28093 -0.39083 1.64655 0.223
H 0.37101 1.80265 -0.43475 0.033
H 0.55587 1.49820 1.42531 0.152
H 2.18203 1.09181 -1.13368 0.124
H 2.53239 0.94646 0.55862 0.094
H 2.13351 -1.36607 -0.70871 0.020
H 1.94936 -1.24183 0.61812 0.082
H -0.17213 -0.99372 -1.38661 0.059
N -2.76322 -0.81961 0.21809 0.163
N 0.08825 -1.00492 -0.49370 0.051
O -2.25516 1.33946 -0.62191 0.007
```

No. 5
This record from the OMol25 dataset describes a single C5H10N2O molecule. The level of theory is wB97M-V/def2-TZVPD.

## Properties
* HOMO: -8.8 eV

Geometry as XYZ:
```
18
Properties=species:S:1:pos:R:3:lowdin_charge:R:1
C -2.07421 -0.45664 -0.50448 -0.089
N -1.91505 -0.46806 0.83588 -0.057
N -0.65695 -0.63476 1.20770 -0.023
C 0.44984 -0.19334 0.32532 -0.548
C 1.16122 -1.29989 -0.44844 -0.054
C 1.43090 0.91731 0.77389 -0.008
C 0.27174 1.07832 -0.31216 -0.288
O -0.87139 2.07490 -0.09083 -0.150
H -1.18322 -0.67309 -1.22955 0.096
H -3.25565 -0.10132 -0.90725 0.155
H -0.32027 -0.40544 2.12839 0.132
H 1.52638 -0.77089 -1.38672 0.088
H 2.12370 -1.85517 0.02731 0.139
H 0.52649 -1.98790 -0.98861 0.054
H 1.48626 1.57682 1.77907 0.156
H 2.39371 0.66717 0.17187 0.115
H 0.64223 1.21189 -1.39303 0.155
H -1.73572 1.32009 0.01162 0.126
```

No. 6
This record from the OMol25 dataset describes 2 unconnected molecules or ions with the total composition C5H10N2O. The level of theory is wB97M-V/def2-TZVPD.

## Properties
* HOMO: -8.6 eV

Geometry as XYZ:
```
18
Properties=species:S:1:pos:R:3:lowdin_charge:R:1
C -0.36472 2.28506 0.25686 -0.123
C -0.79034 0.86893 0.21799 -0.266
C 0.37637 -0.08454 0.05137 -0.322
C 1.15402 -0.44088 -1.02182 -0.043
N 1.97955 -1.45129 -0.50356 0.027
C 1.78037 -1.52104 0.77029 -0.237
N 0.79079 -0.71544 1.24098 0.119
H -1.17654 3.02945 0.31548 0.078
H 0.17785 2.43023 -0.69243 0.078
H 0.33425 2.46029 1.09193 0.086
H -1.31139 0.62157 1.16285 0.119
H -1.52305 0.77100 -0.60603 0.092
H 1.02831 -0.16994 -2.07010 0.114
H 2.71747 -2.02271 -0.92248 0.161
H 2.46140 -2.13571 1.35892 0.122
O -2.18704 -1.47455 -0.14375 -0.082
H -2.37248 -0.61715 -0.58954 0.020
H -3.07480 -1.83331 0.08302 0.058
```

No. 7
This record from the OMol25 dataset describes a single C5H10N2O molecule. The level of theory is wB97M-V/def2-TZVPD.

## Properties
* HOMO: -7.5 eV

Geometry as XYZ:
```
18
Properties=species:S:1:pos:R:3:lowdin_charge:R:1
C 1.67878 -1.10218 -0.62339 -0.111
C 0.48453 -1.55769 0.14978 -0.103
C -0.62555 -0.84984 0.36900 -0.319
O -1.68157 -1.44831 1.01310 0.036
C -0.87173 0.53577 -0.07502 -0.304
N -2.15261 0.70586 -0.66595 0.067
C -0.06991 1.57661 0.18898 -0.166
N 1.01846 1.56014 1.05721 0.052
H 1.47784 -0.16849 -1.14375 0.067
H 2.54421 -0.96307 0.02791 0.070
H 1.94891 -1.85950 -1.35904 0.071
H 0.51703 -2.56644 0.53481 0.109
H -2.40984 -0.81405 1.03124 0.093
H -2.34132 0.01229 -1.38101 0.093
H -2.28089 1.63844 -1.03609 0.081
H -0.32805 2.56314 -0.17555 0.113
H 1.28392 0.62673 1.33653 0.068
H 1.80778 2.11059 0.75121 0.083
```

No. 8
This record from the OMol25 dataset describes 2 unconnected molecules or ions with the total composition C5H10N2O. The level of theory is wB97M-V/def2-TZVPD.

## Properties
* charge: +2
* HOMO (alpha / beta): -18.9 / -18.9 eV

Geometry as XYZ:
```
18
Properties=species:S:1:pos:R:3:lowdin_charge:R:1
C -1.47051 1.18874 0.45171 0.004
C -1.80909 -0.02960 0.78674 -0.052
C -0.15811 -1.15303 -0.46599 -0.041
C -0.34686 1.28935 -0.49767 -0.035
C 1.86833 -0.46819 0.88643 0.327
N -1.23084 -1.18442 0.24438 0.153
N 0.52927 0.00758 -0.62919 -0.160
O 1.53648 0.00641 -1.55948 0.074
H -2.04613 2.13092 0.61234 0.177
H -2.63465 -0.29114 1.47692 0.166
H 0.31438 -2.08108 -0.91536 0.225
H -0.62858 1.52060 -1.55996 0.166
H 0.32841 2.22650 -0.23398 0.199
H 1.44889 -1.50749 1.12748 0.104
H 2.79707 -0.39242 0.15322 0.153
H 1.73103 0.28325 1.74264 0.127
H -1.58777 -2.13343 0.66638 0.266
H 1.35867 0.58744 -2.28660 0.146
```

No. 9
This record from the OMol25 dataset describes 2 unconnected molecules or ions with the total composition C5H10N2O2. The level of theory is wB97M-V/def2-TZVPD.

## Properties
* HOMO: -9.5 eV

Geometry as XYZ:
```
19
Properties=species:S:1:pos:R:3:lowdin_charge:R:1
H 1.13621 -0.93582 1.46098 0.035
N 2.08165 -1.22683 1.21905 0.134
C 2.71582 -0.41428 0.50130 -0.572
C 4.12251 -0.71068 0.08268 -0.029
O 2.26776 0.76545 0.02539 0.045
H 4.43274 -1.65952 0.50553 0.075
H 4.77781 0.08593 0.42777 0.079
H 4.17786 -0.74861 -1.00311 0.079
H 1.34482 0.91800 0.30750 0.063
C -3.93063 0.15741 0.28890 -0.035
N -2.59990 0.09114 -0.22277 -0.033
C -1.92724 0.55720 -1.44403 0.015
C -1.38415 0.55449 -0.06868 -0.427
O -0.48451 0.76494 0.69015 0.091
H -3.90651 -0.05162 1.35736 0.094
H -4.54355 -0.59160 -0.21430 0.089
H -4.37009 1.14668 0.12407 0.092
H -1.67732 -0.20931 -2.16654 0.101
H -2.23327 1.50702 -1.87128 0.106
```

No. 10
This record from the OMol25 dataset describes a molecular structure, C5H10N2O2. The level of theory is wB97M-V/def2-TZVPD.

## Properties
* HOMO: -9.0 eV

Geometry as XYZ:
```
19
Properties=species:S:1:pos:R:3:lowdin_charge:R:1
C -1.17070 -0.26926 -0.73078 -0.432
C -0.06943 -1.35466 -0.46458 -0.177
C 1.34582 -0.65062 -0.04599 -0.228
C 0.07203 1.59805 1.06253 -0.236
C -0.63005 1.02098 -1.20094 -0.099
H -0.78907 -0.49348 1.41374 0.238
H -2.01098 -0.57446 -1.46455 0.166
H -0.03293 -2.05461 -1.50601 0.159
H -0.50365 -2.04203 0.34019 0.105
H 2.28439 -1.41360 -0.41703 0.129
H 1.25651 0.46259 -0.88740 0.180
H 1.30235 -1.33584 1.99644 0.189
H -0.39705 2.48157 1.61453 0.164
H -0.09587 0.88715 -2.08515 0.098
H -1.47911 1.87607 -1.28352 0.186
N 1.67396 -0.24410 1.48359 -0.011
N 0.47690 0.67449 1.84313 -0.058
O -1.68603 -0.07425 0.58503 -0.182
O 0.45291 1.50600 -0.25326 -0.191
```

No. 11
This record from the OMol25 dataset describes a single C5H10N2O2 molecule. The level of theory is wB97M-V/def2-TZVPD.

## Properties
* HOMO (alpha / beta): -6.7 / -6.7 eV

Geometry as XYZ:
```
19
Properties=species:S:1:pos:R:3:lowdin_charge:R:1
C 1.99013 0.07586 0.46228 -0.048
C 1.49549 1.39146 0.63044 -0.117
C 1.19645 -0.86306 -0.13484 -0.423
C -1.90926 0.80844 0.82179 -0.160
C -0.54998 -1.22005 -1.57033 -0.103
N 0.18851 1.64951 0.60635 -0.014
N -0.60232 0.60074 0.40482 -0.140
O 1.40568 -2.18483 0.03134 0.088
O 0.58397 -0.47366 -1.26992 -0.054
H 2.80960 -0.15243 1.13733 0.109
H 2.23815 2.26687 0.74710 0.136
H -2.58168 0.20770 0.27700 0.041
H -2.06314 0.59807 1.89727 0.075
H -2.14284 1.94515 0.59700 0.109
H -0.42572 -2.19854 -2.06714 0.100
H -1.17010 -0.74784 -2.17978 0.047
H -1.18084 -1.43291 -0.69247 0.102
H -0.20318 2.46452 0.96044 0.115
H 0.92109 -2.73501 -0.65870 0.136
```

No. 12
This record from the OMol25 dataset describes 3 unconnected molecules or ions with the total composition C5H10N2O2S. The level of theory is wB97M-V/def2-TZVPD.

## Properties
* HOMO: -8.9 eV

Geometry as XYZ:
```
20
Properties=species:S:1:pos:R:3:lowdin_charge:R:1
C 0.66913 -1.09980 2.19542 -0.075
N 1.65302 -1.29086 1.42567 -0.037
N 1.41944 -1.04284 0.13196 -0.023
C 0.95546 -1.90355 -0.66292 -0.201
C 0.68782 -1.63020 -2.14943 -0.068
H -0.26618 -0.91645 1.80507 0.035
H 0.84116 -1.48776 3.18767 0.074
H 0.64393 -2.87153 -0.45494 0.088
H -0.34312 -1.51070 -2.47530 0.068
H 1.33748 -0.69704 -2.33729 0.096
H 1.21713 -2.33049 -2.74094 0.043
O -3.80467 2.86117 -1.39437 0.183
C -3.54209 1.84749 -1.91524 -0.430
O -3.25074 0.88204 -2.48395 0.194
C 0.41540 2.01139 1.78435 -0.466
S -0.62015 1.66516 0.28895 0.619
H -0.19083 1.43722 2.47650 -0.016
H 0.57260 3.07985 2.02949 0.039
H 1.26394 1.26380 1.93960 0.033
H 0.34127 1.73311 -0.65030 -0.153
```